The following is a quantum chemistry calculation of a 9-piece molecular cluster, C27H63N9O9 overall at a distorted geometry, from the OMol25 dataset.

Positions of all 108 atoms, in Å:
H  -0.2409  -1.2470  0.8237
H  0.5957  3.2017  -2.7590
C  -4.2830  2.4264  -1.8855
H  4.6385  -3.3478  -0.4086
H  -2.2180  2.9697  1.0241
H  -0.0584  0.1926  1.7595
H  2.7876  -2.3226  5.0957
C  0.9873  1.2211  -0.4434
H  -3.3870  6.2999  2.7410
C  3.8645  -0.8985  3.0670
H  2.4608  -6.3914  3.4937
O  -0.4947  3.1761  2.9941
O  0.6721  -3.7911  0.9518
H  -4.4074  -0.7653  1.8033
H  1.3784  0.4934  -3.4922
C  1.6900  0.9306  -4.4560
H  -4.7839  -1.8884  3.0731
C  1.7042  -4.1190  0.3978
H  0.8243  2.3098  -0.5896
O  0.8153  -5.6790  4.3941
H  3.0891  -0.3120  3.5787
H  2.2375  -8.4183  2.0352
H  -3.1795  -1.0336  3.0946
H  -2.3903  -4.2707  1.4406
H  2.1721  -5.0721  0.4958
H  2.1034  3.9397  -2.0660
C  -3.6581  -2.5252  0.3706
H  -2.0611  0.0737  -1.2317
H  3.1632  -1.3745  -1.2133
C  -2.6791  3.9342  1.2376
O  -4.3297  5.1823  -1.6359
H  4.6322  2.1462  -3.3647
N  0.3958  4.9832  -1.6322
H  -0.6636  5.0979  3.6587
C  1.3600  -6.4042  3.5772
H  2.8189  3.6664  -4.9589
H  -1.6279  -3.2974  2.5059
N  0.6452  -7.2258  2.8121
H  2.1189  -1.2995  0.1499
H  1.4601  -1.9946  4.0397
H  4.7037  -2.7660  1.7828
H  -2.8479  2.3056  -4.4093
C  0.8693  5.2514  -0.3832
C  -3.9828  4.6593  -2.7285
C  -1.0851  0.5513  -1.3612
H  1.8625  0.1798  -5.2024
H  -1.7057  6.5597  3.0540
H  3.8598  -4.9526  -0.8065
H  3.7954  -3.7230  -1.9445
C  2.2929  -1.8728  -0.7158
H  0.1779  5.9300  0.1769
C  3.8219  -3.8396  -0.8921
H  -4.6289  2.1776  -4.4628
H  -3.2002  -4.1352  3.0337
H  -3.8391  3.6058  -5.0341
H  -1.4179  5.6501  -1.0771
H  -3.7461  3.7687  1.5519
H  1.3110  -7.7008  0.7687
H  3.9624  -0.4727  2.0780
O  -0.7839  0.9864  -2.4658
H  -1.4133  -7.5061  3.4137
H  -3.5062  1.7018  -1.9801
H  -5.3046  1.9540  -1.9696
H  -0.9573  -5.8508  3.0570
H  -4.1004  2.9224  -0.9850
O  3.5102  0.7302  -2.3250
H  4.7696  -0.6577  3.5586
C  -0.7428  -6.8764  2.7315
N  -2.0192  4.7393  2.2544
N  2.5152  -3.3540  -0.3727
C  -0.5986  -0.2574  0.8596
H  -1.4421  4.0542  -2.0029
N  2.8485  1.7336  -4.2729
C  -2.4566  6.1143  2.3741
H  1.3302  4.7927  -3.5435
C  -1.0140  5.0894  -1.9033
N  3.4115  -2.2900  3.1309
H  1.6144  1.1399  0.4691
N  -3.9192  3.3402  -2.9440
H  -1.1122  -7.0460  1.7354
C  2.3685  -2.5795  4.1234
H  1.4645  -1.8212  -1.4339
H  2.6447  2.4387  -6.2367
H  2.1047  -3.6655  4.0866
H  -1.2104  5.7206  -2.7526
N  -3.4471  -2.5525  1.6622
H  1.6158  0.7849  -1.2237
C  1.1480  4.1722  -2.5616
C  1.2681  -8.0696  1.7953
H  -1.5917  -0.2984  1.2423
H  4.2809  2.7122  -5.4135
C  3.1929  2.7382  -5.3121
C  -3.7760  2.8278  -4.2641
O  1.9567  4.9092  0.0025
O  3.8942  -4.4844  2.3673
H  0.8791  1.5831  -4.8304
N  -0.3161  0.5940  -0.2623
C  -3.9698  -1.4594  2.4969
H  -2.7238  4.4799  0.2537
O  -4.2996  -1.5657  -0.1259
C  3.7344  1.5081  -3.2522
C  3.9705  -3.2753  2.4000
H  -3.3173  -3.3471  -0.2385
C  -0.9878  4.2469  2.9909
H  -2.3900  6.5726  1.3949
C  -2.6486  -3.6049  2.2483
H  -3.5523  5.2611  -3.6032
H  0.7226  -9.0292  1.7198

The value obtained for the HOMO energy is -9.117 eV. As for the charge: 0. Its structure (SMILES) is CN(C)C=O.CN(C)C=O.CN(C)C=O.CN(C)C=O.CN(C)C=O.CN(C)C=O.CN(C)C=O.CN(C)C=O.CN(C)C=O. The calculated total energy is -2236.4656 a.u.

Atom charges from the Löwdin analysis, given in e for atoms 1 to 4:
1 H 0.047
2 H 0.084
3 C -0.010
4 H 0.068